# 1
A molecular structure, C26H34N6O5Ti. Source: the OMol25 dataset; level of theory: the ωB97M-V functional and the def2-TZVPD basis.

Summary:
- HOMO (spin up / spin down) (Eh) = -0.216 / -0.273
- max |F| (hartree/bohr) = 0.00831
- energy (eV) = -69805.70609
- LUMO level (spin up / spin down) (eV) = 0.662 / 0.660
- total charge = 0
- multiplicity = 3
- frontier orbital gap (spin up / spin down) (eV) = 6.545 / 8.090
- energy relative to the best compared isomer or geometry (same formula, charge and spin) (eV) = 0.070

```
72
Properties=species:S:1:pos:R:3:mulliken_charge:R:1
Ti -1.220 0.250 -1.593 0.0799
C 0.247 -2.140 6.221 -0.9963
O 0.325 -1.594 4.918 -0.3804
C 1.383 -0.781 4.637 0.8239
C 2.399 -0.473 5.526 -0.4167
C 3.423 0.386 5.136 -0.7575
C 3.415 0.947 3.873 -1.1073
C 2.386 0.653 2.985 0.2603
C 1.379 -0.230 3.345 -0.3685
N 0.301 -0.574 2.514 0.1641
C 0.273 -0.618 1.140 0.1324
N 1.473 -0.768 0.541 -0.1687
C 1.960 -0.191 -0.674 0.1771
C 1.157 0.456 -1.612 0.2650
C 1.885 0.996 -2.691 -0.1528
C 3.257 0.903 -2.839 -1.4642
C 4.014 0.236 -1.881 -0.4885
C 3.357 -0.310 -0.796 0.9444
O 3.993 -0.982 0.225 -0.4176
C 5.404 -1.019 0.205 -1.0396
N -0.853 -0.589 0.486 0.0779
C -2.019 -0.215 1.205 -0.1578
C -2.764 -1.097 1.963 -0.0224
C -3.937 -0.679 2.588 -0.7951
C -4.366 0.624 2.434 -0.8049
C -3.638 1.523 1.655 -0.8046
C -2.475 1.100 1.045 1.0787
O -1.678 1.885 0.243 -0.0898
C -2.209 3.146 -0.127 -1.3688
H -0.662 -2.734 6.245 0.2413
H 0.186 -1.353 6.976 0.4027
H 1.105 -2.782 6.432 0.3680
H 2.405 -0.897 6.519 0.4037
H 4.217 0.616 5.833 0.3854
H 4.197 1.631 3.572 0.4157
H 2.367 1.118 2.009 0.4754
H -0.556 -0.815 2.985 0.3254
H 2.218 -1.048 1.160 0.3648
H 1.357 1.516 -3.486 -0.0331
H 3.752 1.341 -3.698 0.3986
H 5.086 0.155 -1.987 0.3907
H 5.709 -1.536 1.111 0.2774
H 5.826 -0.011 0.202 0.4183
H 5.775 -1.566 -0.665 0.3616
H -2.432 -2.126 2.043 0.5284
H -4.515 -1.381 3.174 0.4301
H -5.282 0.956 2.904 0.3932
H -4.007 2.529 1.519 0.4114
H -1.461 3.612 -0.765 0.3102
H -2.364 3.778 0.750 0.3992
H -3.146 3.013 -0.673 0.4580
N -1.280 1.758 -3.384 -0.3811
C -2.075 1.302 -4.540 -0.5868
C -1.259 0.451 -5.504 -1.0139
C -0.564 -0.768 -4.893 0.0712
C -1.498 -1.719 -4.135 -0.7249
N -1.160 -1.745 -2.700 -0.3569
H -1.830 2.446 -2.879 0.2386
H -0.429 2.219 -3.688 0.2443
H -2.486 2.151 -5.097 0.4694
H -2.913 0.743 -4.123 0.2437
H -0.502 1.077 -5.990 0.3887
H -1.935 0.126 -6.300 0.3754
H 0.219 -0.442 -4.206 -0.2379
H -0.054 -1.304 -5.697 0.4690
H -1.457 -2.723 -4.566 0.3470
H -2.534 -1.385 -4.201 0.2726
H -0.290 -2.246 -2.546 0.2464
H -1.894 -2.220 -2.181 0.2886
O -5.302 -1.234 -2.611 -0.2599
N -4.496 -1.622 -1.898 0.2152
O -2.911 0.274 -1.695 -0.6371
```

# 2
A molecular structure, C26H35AlBr5Cl2FN8O4. Source: the OMol25 dataset; level of theory: the ωB97M-V functional and the def2-TZVPD basis.

Summary:
- HOMO (Eh) = -0.268
- max |F| (hartree/bohr) = 0.01913
- energy (eV) = -432200.04289
- LUMO level (eV) = -5.850
- total charge = 0
- frontier orbital gap (eV) = 1.452

```
82
Properties=species:S:1:pos:R:3:mulliken_charge:R:1
C 5.586 2.156 -1.275 -0.5783
C 7.046 2.502 -0.927 0.1728
C 7.934 2.329 -2.154 -0.9477
N 9.276 2.939 -2.081 -0.2677
N 9.156 4.312 -1.823 0.5052
C 9.547 5.068 -0.821 0.1099
N 9.171 6.351 -1.023 -0.5851
C 8.533 6.348 -2.168 0.6837
N 7.938 7.389 -2.798 -0.3883
Br 7.955 9.047 -2.040 0.0490
N 8.510 5.107 -2.714 -0.3290
H 4.907 2.701 -0.617 -0.2702
H 5.419 1.088 -1.148 0.3320
H 5.337 2.458 -2.292 0.3580
H 7.052 3.528 -0.563 0.2356
H 7.386 1.843 -0.134 0.2674
H 8.107 1.269 -2.330 0.3354
H 7.396 2.691 -3.033 0.3063
H 9.726 2.560 -1.229 -0.0753
H 10.089 4.658 0.045 0.3204
H 7.495 7.242 -3.685 0.2432
H 8.076 4.825 -3.574 0.2320
Br 3.015 3.709 0.321 -0.1907
Al 1.161 4.563 1.457 0.1755
F 3.347 1.100 -3.378 -0.2431
C 2.125 0.684 -3.018 0.2340
C 1.754 0.741 -1.681 -0.0358
C 0.473 0.310 -1.303 -0.6750
C -0.405 -0.175 -2.237 -0.1400
C -0.015 -0.228 -3.592 -0.5455
C 1.277 0.207 -3.982 -0.4193
H 2.445 1.117 -0.937 0.5143
H 0.175 0.365 -0.265 0.4233
H -1.391 -0.502 -1.932 0.4109
H -0.721 -0.551 -4.349 0.4789
H 1.592 0.168 -5.014 0.4386
C 12.064 -0.191 -2.464 -0.3350
Br 12.653 1.343 -3.468 -0.0463
Br 13.546 -1.255 -1.859 -0.0434
Br 10.919 0.320 -1.006 0.0627
H 11.486 -0.806 -3.138 0.3724
Cl 9.959 2.885 1.095 -0.6801
N -2.873 -1.178 0.134 -0.3159
C -4.153 -1.435 -0.130 -0.4515
C -4.954 -2.223 0.679 -0.3327
C -4.406 -2.778 1.821 0.0597
C -3.075 -2.530 2.108 -0.9584
C -2.358 -1.725 1.237 0.0021
H -4.550 -0.979 -1.031 0.3500
H -5.990 -2.400 0.428 0.4908
H -4.999 -3.399 2.476 0.4033
H -2.606 -2.950 2.987 0.4020
H -1.314 -1.501 1.429 0.3040
C -5.524 -7.763 3.036 -1.4303
C -5.633 -6.256 3.022 0.9579
O -4.697 -5.542 3.354 -0.6263
N -6.816 -5.720 2.626 0.0026
C -8.019 -6.409 2.203 -0.9198
H -4.527 -8.031 3.373 0.3092
H -6.255 -8.197 3.719 0.3717
H -5.679 -8.171 2.037 0.3646
H -6.840 -4.711 2.633 0.0775
H -8.277 -6.116 1.184 0.2733
H -8.850 -6.141 2.857 0.2761
H -7.879 -7.484 2.234 0.4015
Cl 0.219 -2.295 -4.969 -0.2469
C -9.082 1.995 2.387 -0.3149
C -8.246 1.345 1.482 -0.4944
C -8.142 -0.039 1.511 -0.2714
C -8.881 -0.744 2.442 0.2993
C -9.715 -0.115 3.349 -0.3923
C -9.810 1.268 3.316 -0.4769
N -8.778 -2.209 2.458 1.0195
O -7.994 -2.711 1.672 -0.5961
O -9.454 -2.832 3.247 -0.6116
H -9.164 3.073 2.362 0.3942
H -7.682 1.912 0.758 0.3449
H -7.496 -0.552 0.815 0.2945
H -10.279 -0.689 4.069 0.4725
H -10.455 1.777 4.019 0.3765
O -5.915 1.600 2.855 -0.5611
H -5.954 0.636 2.946 0.2873
```

# 3
10 unconnected molecules or ions with the total composition C26H35Cl6N7O6 in a non-equilibrium geometry. Source: the OMol25 dataset; level of theory: the ωB97M-V functional and the def2-TZVPD basis.

Summary:
- HOMO (spin up / spin down) (Eh) = -0.424 / -0.424
- max |F| (hartree/bohr) = 0.07855
- energy (eV) = -125359.22813
- LUMO level (spin up / spin down) (eV) = -4.667 / -8.723
- total charge = +1
- multiplicity = 2
- frontier orbital gap (spin up / spin down) (eV) = 6.869 / 2.813

```
80
Properties=species:S:1:pos:R:3:mulliken_charge:R:1
N 2.598 -3.716 -0.613 -0.4825
C 2.014 -4.888 -0.646 -0.2947
C 0.938 -5.207 -1.451 -0.4839
C 0.376 -4.165 -2.126 -0.2570
C 1.060 -2.878 -2.248 -0.4239
C 2.087 -2.739 -1.359 0.0088
H 2.478 -5.647 -0.034 0.3897
H 0.433 -6.162 -1.443 0.3842
H -0.562 -4.299 -2.644 0.4207
H 0.821 -2.139 -2.998 0.4841
H 2.485 -1.771 -1.094 0.2320
N -4.646 -1.286 0.929 -0.1953
C -4.439 -1.237 -0.440 -0.3634
C -4.883 -2.251 -1.319 -0.5855
C -5.675 -3.238 -0.718 -0.1943
C -5.952 -3.233 0.679 -0.5457
C -5.354 -2.324 1.518 -0.1669
H -3.809 -0.471 -0.867 0.5598
H -4.664 -2.278 -2.376 0.4127
H -6.211 -3.962 -1.314 0.3806
H -6.700 -3.936 1.012 0.3700
H -5.605 -2.069 2.537 0.3617
N -0.572 5.045 -3.705 -0.5578
C -0.560 3.841 -2.987 -0.2940
C 0.499 2.914 -2.924 -0.0209
C 1.595 3.230 -3.682 -0.6892
C 1.661 4.340 -4.459 -0.2630
C 0.529 5.174 -4.482 -0.2667
H -1.437 3.575 -2.416 0.4077
H 0.377 2.025 -2.324 0.4529
H 2.477 2.611 -3.746 0.4347
H 2.548 4.614 -5.011 0.3856
H 0.763 6.030 -5.097 0.3318
N 4.034 2.159 4.815 -0.4604
C 3.094 1.916 3.861 -0.1921
C 2.999 0.692 3.153 0.0326
C 3.960 -0.315 3.381 -0.4173
C 4.872 -0.071 4.355 -0.3544
C 4.907 1.116 5.120 -0.1491
H 2.488 2.762 3.571 0.3996
H 2.190 0.505 2.463 0.6523
H 3.893 -1.229 2.810 0.5716
H 5.728 -0.709 4.521 0.4039
H 5.698 1.277 5.837 0.3997
C 1.119 4.145 0.803 -0.3271
N 0.641 5.507 1.180 0.9976
O -0.264 5.951 0.505 -0.5360
O 1.235 6.132 2.045 -0.5886
H 0.366 3.722 0.139 0.2670
H 1.580 3.527 1.574 -0.2566
H 1.987 4.251 0.153 0.4117
C -3.700 0.227 3.976 -0.8073
N -2.647 0.448 2.959 0.9746
O -2.815 1.181 2.053 -0.4915
O -1.600 -0.169 3.136 -0.5310
H -4.464 0.975 3.765 0.3376
H -3.303 0.448 4.966 0.3120
H -4.145 -0.763 4.071 0.2127
C -1.068 0.019 -0.675 -1.1199
N -0.004 0.137 0.427 0.8376
O 0.159 1.290 0.764 -0.2713
O 0.592 -0.908 0.704 -0.3326
H -0.579 0.055 -1.648 0.1443
H -1.647 0.941 -0.623 0.4781
H -1.662 -0.862 -0.431 0.4527
C -0.490 -3.387 2.290 0.9901
Cl 0.691 -3.405 3.629 -0.1965
Cl -1.925 -4.380 2.523 -0.1735
H -0.991 -2.441 2.085 -0.3195
H 0.036 -3.657 1.375 -0.3434
C 4.466 0.531 0.019 -0.4221
Cl 5.122 0.151 -1.656 -0.1411
Cl 3.023 1.567 0.001 0.0550
H 4.260 -0.413 0.522 0.1074
H 5.237 1.016 0.619 0.4266
C -1.423 -0.724 -5.499 -0.3800
Cl -2.693 0.049 -6.429 -0.1523
Cl -1.885 -1.076 -3.859 -0.0156
H -1.151 -1.664 -5.979 0.3516
H -0.588 -0.024 -5.527 0.2312
```